(1)
Here is a molecular structure, CH6OSi2 in a non-equilibrium geometry from the Open Molecules 2025 dataset. Energies are from ωB97M-V/def2-TZVPD.

XYZ file:
```
10
CH6OSi2 | the Open Molecules 2025 dataset | ωB97M-V/def2-TZVPD
C -1.614 0.690 0.552
O -2.704 0.367 0.142
Si 1.197 -0.412 -1.147
Si -0.192 -0.553 0.598
H -1.408 1.639 1.071
H 1.307 -1.771 -1.817
H 0.750 0.770 -2.171
H 2.467 -0.026 -0.442
H -0.705 -1.327 1.720
H 0.902 0.622 1.494
```

E_tot: -18930.78067 eV
M: 90.2 g mol⁻¹
orbital gap (spin up / spin down): 6.60 / 8.12 eV
relative energy (zero: lowest compared OMol25 entry of this formula, charge and spin): 107.5 kJ/mol
E_LUMO (spin up / spin down): 0.003 / -0.071 Eh
spin multiplicity: 3


(2)
Here is C2H4N2O2 in the gas phase in a non-equilibrium geometry from the Open Molecules 2025 dataset. Energies are from ωB97M-V/def2-TZVPD.

XYZ file:
```
10
C2H4N2O2 | the Open Molecules 2025 dataset | ωB97M-V/def2-TZVPD
C 0.558 0.810 -0.726
C -0.426 -0.852 0.786
H -2.515 0.185 -0.711
H 0.115 1.356 -1.670
H 2.315 1.468 -0.930
H -1.229 -1.576 0.569
N -0.560 0.293 -0.065
N 1.761 0.865 -0.276
O -1.482 -0.164 -1.032
O 0.496 -0.998 1.629
```

E_tot: -9210.65818 eV
SMILES: [H]/N=C/N(O)C=O
M: 88.1 g mol⁻¹
orbital gap: 10.16 eV
relative energy (zero: lowest compared OMol25 entry of this formula, charge and spin): 440.4 kJ/mol
E_LUMO: 0.007 Eh


(3)
Here is a molecular structure, C33H30FeIN7O4S from the Open Molecules 2025 dataset. Energies are from ωB97M-V/def2-TZVPD.

XYZ file:
```
77
C33H30FeIN7O4S | the Open Molecules 2025 dataset | ωB97M-V/def2-TZVPD
Fe -0.999 0.197 -1.009
C -4.638 2.558 0.519
O -4.923 1.155 0.270
C -3.765 0.656 -0.197
N -2.811 1.448 -0.460
C -3.287 2.809 -0.190
C -2.321 3.614 0.639
C -1.624 3.004 1.675
C -0.748 3.742 2.456
C -0.576 5.099 2.215
C -1.275 5.712 1.185
C -2.142 4.969 0.395
C -3.645 -0.792 -0.422
C -4.637 -1.735 -0.215
C -4.345 -3.063 -0.498
C -3.084 -3.406 -0.967
C -2.158 -2.392 -1.138
N -2.445 -1.119 -0.885
C -0.789 -2.532 -1.646
N -0.031 -1.516 -1.738
C 1.162 -1.934 -2.481
C 1.024 -3.473 -2.480
O -0.360 -3.711 -2.114
C 2.478 -1.472 -1.920
C 2.627 -1.155 -0.579
C 3.873 -0.787 -0.087
C 4.975 -0.747 -0.927
C 4.828 -1.063 -2.272
C 3.582 -1.417 -2.765
H -5.462 3.148 0.126
H -4.557 2.695 1.597
H -3.430 3.299 -1.157
H -1.741 1.940 1.840
H -0.188 3.248 3.241
H 0.110 5.675 2.822
H -1.135 6.767 0.986
H -2.667 5.443 -0.427
H -5.603 -1.428 0.160
H -5.096 -3.827 -0.349
H -2.815 -4.427 -1.195
H 1.055 -1.530 -3.494
H 1.198 -3.931 -3.449
H 1.660 -3.933 -1.722
H 1.758 -1.169 0.068
H 3.973 -0.511 0.956
H 5.943 -0.457 -0.541
H 5.680 -1.019 -2.938
H 3.462 -1.638 -3.820
N 0.380 2.534 -4.379
C 0.087 1.877 -3.214
S -1.311 0.844 -3.218
N 0.874 2.111 -2.209
N 0.504 1.459 -1.039
C 1.256 1.740 -0.038
C 1.171 1.164 1.289
C 2.168 1.517 2.209
C 2.195 1.016 3.494
C 1.181 0.133 3.886
C 0.186 -0.232 3.008
C 0.143 0.264 1.680
O -0.836 -0.082 0.911
H -0.028 2.180 -5.224
H 1.284 2.973 -4.434
H 2.057 2.454 -0.220
H 2.936 2.212 1.886
H 2.976 1.306 4.184
H 1.178 -0.271 4.892
H -0.598 -0.920 3.301
N 1.501 -5.043 1.039
C 1.264 -3.748 1.387
O 0.303 -3.122 0.989
C 2.316 -3.080 2.245
I 2.438 -3.952 4.190
H 0.757 -5.534 0.574
H 2.182 -5.584 1.545
H 2.040 -2.041 2.393
H 3.306 -3.167 1.804
```

E_tot: -106654.71511 eV
M: 803.5 g mol⁻¹
orbital gap (spin up / spin down): 6.50 / 6.52 eV
relative energy (zero: lowest compared OMol25 entry of this formula, charge and spin): 55.9 kJ/mol
E_LUMO (spin up / spin down): -0.004 / -0.004 Eh


(4)
Here is a molecular structure, C6H3AsBrCuF6NO2 from the Open Molecules 2025 dataset. Energies are from ωB97M-V/def2-TZVPD.

XYZ file:
```
21
C6H3AsBrCuF6NO2 | the Open Molecules 2025 dataset | ωB97M-V/def2-TZVPD
Cu -0.138 0.007 -0.298
Br 0.450 3.127 -1.899
C 0.685 2.919 -0.055
C 1.099 3.994 0.722
C 1.266 3.803 2.081
C 1.018 2.554 2.636
C 0.610 1.542 1.800
N 0.447 1.721 0.474
C 0.312 0.145 2.315
O 0.425 -0.115 3.483
O -0.061 -0.687 1.378
H 1.283 4.950 0.257
H 1.588 4.628 2.702
H 1.128 2.340 3.689
F -0.430 0.125 -2.150
As -0.766 -1.344 -3.296
F -0.902 -2.188 -1.768
F -2.425 -0.906 -3.174
F -1.068 -2.722 -4.247
F -0.562 -0.250 -4.602
F 0.939 -1.606 -3.242
```

E_tot: -203684.70847 eV
M: 453.5 g mol⁻¹
orbital gap (spin up / spin down): 9.52 / 8.00 eV
E_LUMO (spin up / spin down): -0.054 / -0.110 Eh
spin multiplicity: 2